{"formula": "C42H48BN10PbS2", "method": "wB97M-V/def2-TZVPD", "fmax_ev_per_a": 2.09, "homo_energy_ev": [-15.21, -15.21], "charge": 3, "lumo_ha": [-0.373, -0.419], "homo_lumo_gap_ev": [5.051, 3.808], "spin_multiplicity": 1, "energy_ha": -3190.1317, "symbols": ["Pb", "S", "S", "N", "N", "N", "N", "N", "N", "N", "N", "N", "N", "C", "C", "C", "C", "C", "C", "C", "C", "C", "C", "C", "C", "C", "C", "C", "C", "C", "C", "C", "C", "C", "C", "C", "C", "C", "C", "C", "C", "C", "C", "C", "C", "C", "C", "C", "C", "C", "C", "C", "C", "C", "C", "B", "H", "H", "H", "H", "H", "H", "H", "H", "H", "H", "H", "H", "H", "H", "H", "H", "H", "H", "H", "H", "H", "H", "H", "H", "H", "H", "H", "H", "H", "H", "H", "H", "H", "H", "H", "H", "H", "H", "H", "H", "H", "H", "H", "H", "H", "H", "H", "H"], "coordinates": [[0.39315, 0.06582, 1.84828], [-0.32005, -1.38518, -1.14272], [2.21925, -0.14508, -1.27592], [-0.90645, 2.04182, -0.98642], [-0.88015, -0.44968, -3.58002], [-0.06795, -1.20858, 4.73558], [-0.20325, -1.52208, 3.41938], [1.50105, 1.02652, -3.56162], [-2.29435, 0.56482, 0.96748], [2.26995, -0.09088, 3.23048], [-0.04585, 1.31752, 4.75878], [-0.18075, 1.64532, 3.44918], [2.10875, 0.05582, 4.56608], [-0.60395, 2.28092, 6.99948], [-2.98845, -0.08068, 1.88178], [4.15125, 0.04932, -4.82932], [5.24565, 0.55862, -6.90442], [4.28435, -0.00218, 4.14528], [-4.37525, -0.27038, 1.82938], [-2.78965, -3.53708, -6.48932], [0.47305, 1.36642, -4.52762], [-0.99895, 3.30842, 4.67248], [-4.33495, 2.20832, -2.29692], [-0.54345, 2.29862, 5.52408], [3.82745, 2.20092, -5.86942], [-2.13785, -1.16898, -3.59732], [-5.07175, 0.26582, 0.77758], [-0.61655, -2.25618, 6.95338], [-4.36745, 0.95522, -0.23142], [-1.01955, 3.56652, 2.10268], [3.31485, 0.13242, 5.15018], [-0.68965, -2.76368, 3.32698], [4.97465, -0.33178, -5.87032], [-2.02045, -4.63598, -6.12472], [-0.74725, 2.85772, 3.38128], [-2.26025, 1.85102, -1.08692], [-2.95785, 1.08712, -0.09402], [-0.05245, -0.51498, -2.55582], [1.22135, 0.18802, -2.58582], [3.57675, -0.15328, 2.95758], [-0.51695, -2.23078, 5.48018], [4.65455, 1.81722, -6.91072], [-1.27625, -4.60188, -4.95252], [-5.03625, 1.51182, -1.34112], [-2.82745, -2.41488, -5.68002], [4.08695, -0.37778, 1.58388], [-2.96045, 2.37502, -2.16882], [-0.87285, -3.47868, 2.04348], [-0.43435, 0.17632, -4.81382], [3.58125, 0.34462, 6.58248], [-0.91275, -3.24958, 4.61288], [-1.31355, -3.48268, -4.14252], [-2.08935, -2.37848, -4.50122], [2.75345, 1.75082, -3.62672], [3.59115, 1.32822, -4.80912], [0.69695, 0.04862, 5.21388], [5.14455, -0.62018, 1.61408], [-2.02485, -5.52508, -6.73622], [-1.85905, -3.93498, 1.98588], [-1.14405, 3.15392, 7.35258], [3.54775, -1.20108, 1.11508], [0.95605, 1.68652, -5.45332], [-2.34385, -1.48018, -2.56562], [4.84325, 2.50122, -7.72492], [3.11855, 1.26542, 6.93388], [-1.27425, -4.22038, 4.88168], [-2.42875, -0.47358, 2.71948], [-1.17045, -1.39518, 7.32168], [3.96455, -0.63198, -4.01012], [5.42755, -1.31128, -5.86632], [-1.31055, 0.50912, -5.37302], [-0.68835, -5.45848, -4.66092], [3.95655, 0.51372, 0.96928], [-0.51895, 1.85642, -0.07242], [0.79455, 0.02082, 6.38088], [5.34595, 0.00472, 4.27588], [-4.87065, -0.81928, 2.61348], [-4.84955, 2.66082, -3.13082], [2.53455, 2.81992, -3.68512], [-3.44565, -1.57518, -5.96062], [-0.10195, 2.21172, -4.12692], [-1.82645, 3.08342, 1.55298], [-6.14555, 0.18782, 0.70738], [-3.35965, -3.55488, -7.40502], [0.36605, -2.24548, 7.42088], [0.39535, 2.29142, 7.42968], [-0.54395, 2.86182, -1.44782], [-1.32585, 4.58992, 2.30508], [3.18735, -0.46988, 7.18748], [3.30265, 1.54222, -2.69952], [5.91525, 0.27222, -7.70102], [-0.77315, -3.48118, -3.20692], [-1.13505, -3.15958, 7.26098], [-0.12255, 3.59342, 1.48488], [3.37185, 3.18032, -5.87872], [-2.42565, 2.96082, -2.90342], [-1.44325, 4.23902, 4.95708], [-2.92315, -0.48198, -3.92442], [0.09195, -0.56718, -5.42652], [4.65375, 0.41022, 6.73768], [-6.10465, 1.38662, -1.42402], [-0.72975, -2.81358, 1.19488], [-1.10255, 1.38402, 7.36108], [-0.13745, -4.28128, 1.98208]], "lowdin_charge": [1.325, 0.765, 0.830, 0.237, -0.064, 0.040, -0.085, -0.069, 0.050, -0.088, 0.035, -0.067, 0.035, 0.007, -0.088, -0.038, -0.042, 0.056, 0.031, -0.048, -0.069, 0.053, 0.006, -0.237, -0.041, -0.121, 0.059, 0.005, -0.114, -0.020, -0.240, -0.338, -0.052, -0.042, -0.328, -0.191, -0.160, -0.681, -0.679, -0.331, -0.240, -0.049, -0.051, 0.075, -0.039, -0.050, 0.034, -0.013, -0.059, 0.002, 0.053, -0.039, -0.223, -0.106, -0.225, -0.499, 0.097, 0.119, 0.097, 0.097, 0.058, 0.149, 0.092, 0.118, 0.092, 0.126, 0.101, 0.090, 0.105, 0.116, 0.149, 0.116, 0.058, 0.019, 0.121, 0.123, 0.133, 0.137, 0.146, 0.114, 0.132, 0.055, 0.142, 0.118, 0.097, 0.095, 0.141, 0.099, 0.094, 0.095, 0.119, 0.090, 0.096, 0.078, 0.116, 0.130, 0.124, 0.132, 0.163, 0.096, 0.148, 0.003, 0.089, 0.104]}

{"formula": "C42H49BF4MoN8O2Se2", "method": "wB97M-V/def2-TZVPD", "fmax_ev_per_a": 2.54, "s2": 2.034, "homo_energy_ev": [-12.71, -12.73], "charge": 2, "lumo_ha": [-0.236, -0.212], "homo_lumo_gap_ev": [6.296, 6.960], "spin_multiplicity": 3, "energy_ha": -7513.5854, "symbols": ["Mo", "Se", "Se", "F", "F", "F", "F", "O", "O", "N", "N", "N", "N", "N", "N", "N", "N", "C", "C", "C", "C", "C", "C", "C", "C", "C", "C", "C", "C", "C", "C", "C", "C", "C", "C", "C", "C", "C", "C", "C", "C", "C", "C", "C", "C", "C", "C", "C", "C", "C", "C", "C", "C", "C", "C", "C", "C", "C", "C", "B", "H", "H", "H", "H", "H", "H", "H", "H", "H", "H", "H", "H", "H", "H", "H", "H", "H", "H", "H", "H", "H", "H", "H", "H", "H", "H", "H", "H", "H", "H", "H", "H", "H", "H", "H", "H", "H", "H", "H", "H", "H", "H", "H", "H", "H", "H", "H", "H", "H"], "coordinates": [[-0.04974, 0.14137, -0.33461], [-2.02554, 3.60095, 2.11774], [-1.88664, -0.45925, 1.66796], [1.83187, -2.70642, 0.81110], [0.49337, -4.24157, -0.27249], [0.08104, -1.99494, -0.54361], [-0.34466, -3.01757, 1.48518], [-1.31161, -0.15048, -1.74434], [-1.46710, -3.59262, -5.05965], [-0.80680, 4.39661, -1.14860], [-0.90513, 6.65772, -1.23705], [1.59532, 0.16215, -1.61812], [-3.18819, -3.51161, -2.75949], [0.29606, 5.67426, 0.46718], [-0.35136, 2.09644, -0.51701], [3.33179, -0.04702, -0.05940], [3.76517, -0.41359, -2.26318], [1.46411, 1.36942, -3.75438], [5.53352, -1.85286, -1.34516], [1.14341, 1.35209, -5.11258], [-0.47257, 5.56506, -0.61664], [-2.81257, 1.28687, -4.68504], [0.52717, -0.96726, -4.99672], [-2.09588, 1.18739, -3.51778], [-2.75111, -1.15572, -3.34080], [-2.03746, -0.03219, -2.83392], [5.14980, -0.68340, -2.00493], [-3.61081, -4.06038, -4.01156], [-4.52304, -4.96693, -6.45606], [4.54851, -2.91703, -0.94019], [5.05152, 0.18619, 2.09462], [-2.60904, 3.66659, 3.97180], [0.67560, 0.20431, -5.73053], [7.43219, 0.05338, -2.17230], [-4.88123, -4.61528, -4.11545], [-3.52954, 0.19118, -5.19537], [2.86212, -0.10929, -1.30881], [6.08866, 0.25253, -2.42891], [3.02945, 0.79970, 3.44868], [-2.69777, -2.32097, -2.54364], [-0.54706, 3.21702, -0.78165], [-3.23973, -4.46005, -6.34263], [0.84318, -0.97194, -3.64945], [-3.19703, 0.91547, 2.22111], [-0.60711, -4.12387, -4.04453], [1.67153, 1.09037, 3.57369], [-3.26884, 2.23385, 1.47399], [-2.75311, -4.03675, -5.11248], [-5.34116, -5.07134, -5.33521], [-3.21645, -1.73812, 1.07076], [2.70162, 0.31740, 1.13356], [6.89306, -2.01686, -1.07778], [-3.50122, -1.00327, -4.53465], [7.83160, -1.08023, -1.47539], [0.85762, 0.98741, 2.47348], [3.57115, 0.43721, 2.23172], [1.31389, 0.55039, 1.20666], [1.29506, 0.18937, -3.02874], [2.01312, 2.62338, -3.12311], [0.57053, -3.09972, 0.46161], [-2.20175, 2.82822, 4.52992], [0.76111, -1.87681, -3.05806], [-2.20439, -2.21354, -1.58847], [-0.17947, 1.27333, 2.59577], [0.17108, -1.87141, -5.47333], [-3.79944, -1.34436, 0.24215], [-3.69498, 3.67913, 4.02163], [-0.99368, -5.06223, -3.64485], [3.06880, 2.74887, -3.37564], [-2.67917, -2.64532, 0.80037], [-1.47239, 6.54870, -2.06033], [-4.09973, 0.29390, -6.10750], [0.48136, 6.56679, 0.89346], [-5.52018, -4.64792, -3.24072], [0.35573, -4.31823, -4.51148], [-0.72604, 7.58362, -0.88965], [-6.33249, -5.49368, -5.41635], [-4.88163, -5.29851, -7.42099], [0.44421, 0.21662, -6.78748], [-4.15160, 0.39534, 2.14662], [4.28546, -2.85062, 0.11753], [-2.57519, -4.40857, -7.19454], [5.50792, 0.83841, 1.34457], [5.26819, -0.85188, 1.82355], [4.30978, -0.29094, 0.02372], [-4.26046, 2.66788, 1.59753], [8.87845, -1.24123, -1.25578], [5.55004, 0.38067, 3.04128], [-3.00122, 1.07990, 3.27805], [7.21363, -2.91271, -0.55970], [8.16226, 0.77645, -2.50923], [-1.54269, 2.02729, -3.11971], [5.75284, 1.13691, -2.95731], [-3.07716, 2.11835, 0.40793], [3.67951, 0.87406, 4.31178], [4.98001, -3.90336, -1.10428], [0.52364, 4.84815, 0.99709], [-2.21967, 4.59279, 4.38633], [-2.82037, 2.22518, -5.22495], [-3.85903, -1.95275, 1.92041], [3.62091, -2.85197, -1.50674], [-3.22424, -4.13408, -1.96096], [-4.07721, -1.83290, -4.91790], [1.26857, 1.39819, 4.52945], [1.27311, 2.26138, -5.68819], [1.93059, 2.60223, -2.03783], [3.46726, -0.31592, -3.22135], [-0.46386, -3.41199, -3.22910], [1.48954, 3.50220, -3.50176]], "lowdin_spin": [1.728, 0.000, 0.003, 0.000, 0.000, 0.026, 0.000, 0.049, 0.000, 0.027, 0.008, 0.016, 0.014, 0.005, 0.006, -0.006, 0.013, 0.001, 0.000, 0.000, 0.010, -0.003, 0.000, 0.011, 0.011, -0.006, 0.001, 0.001, 0.001, 0.000, 0.001, 0.000, 0.000, 0.000, 0.001, 0.013, 0.014, 0.001, -0.013, 0.010, 0.046, 0.000, 0.000, 0.010, 0.000, -0.001, 0.000, 0.001, 0.000, 0.002, -0.016, 0.000, 0.002, 0.000, 0.004, 0.002, -0.005, 0.006, 0.001, 0.001, 0.000, 0.000, 0.000, 0.001, 0.000, 0.000, 0.000, 0.000, 0.000, 0.000, 0.000, 0.001, 0.000, 0.000, 0.000, 0.000, 0.000, 0.000, 0.000, 0.001, 0.000, 0.000, 0.000, 0.000, 0.000, 0.000, 0.000, 0.000, 0.000, 0.000, 0.000, 0.001, 0.000, 0.000, -0.001, 0.000, 0.000, 0.000, 0.000, 0.000, 0.000, 0.000, 0.000, 0.000, 0.000, 0.000, 0.000, 0.000, 0.000]}

{"formula": "C42H49FN7O8ReS", "method": "wB97M-V/def2-TZVPD", "fmax_ev_per_a": 1.14, "s2": 0.757, "homo_energy_ev": [-14.04, -14.13], "charge": 3, "lumo_ha": [-0.273, -0.268], "homo_lumo_gap_ev": [6.605, 6.844], "spin_multiplicity": 2, "energy_ha": -3190.6429, "symbols": ["Re", "S", "F", "O", "O", "O", "O", "O", "O", "O", "O", "N", "N", "N", "N", "N", "N", "N", "C", "C", "C", "C", "C", "C", "C", "C", "C", "C", "C", "C", "C", "C", "C", "C", "C", "C", "C", "C", "C", "C", "C", "C", "C", "C", "C", "C", "C", "C", "C", "C", "C", "C", "C", "C", "C", "C", "C", "C", "C", "C", "H", "H", "H", "H", "H", "H", "H", "H", "H", "H", "H", "H", "H", "H", "H", "H", "H", "H", "H", "H", "H", "H", "H", "H", "H", "H", "H", "H", "H", "H", "H", "H", "H", "H", "H", "H", "H", "H", "H", "H", "H", "H", "H", "H", "H", "H", "H", "H", "H"], "coordinates": [[1.80565, 0.24193, 1.35913], [4.92764, 0.34002, 0.27362], [-6.08097, -1.89147, -0.71305], [1.56235, -0.76862, -0.20898], [2.07232, -0.83217, -2.34799], [1.00928, 2.11035, 0.74973], [3.50681, 0.92417, 0.40429], [4.93098, -1.05460, 0.63557], [-1.33548, -0.72627, 0.14647], [2.36221, 1.36516, 2.84514], [5.84229, 1.20788, 0.97513], [3.48285, 4.71055, 3.02497], [-7.67966, -4.94941, -4.33819], [-1.43363, -2.34741, -3.61530], [0.08026, -0.20105, 2.38969], [-6.20589, -3.12877, -3.27284], [2.09188, 5.11025, 0.32083], [2.66234, -1.31764, 2.41633], [-5.01508, -2.63284, -2.70685], [3.28339, 3.62109, 3.68020], [-1.30457, 4.74535, 1.65497], [5.22350, 0.48003, -1.45865], [-7.39172, -3.38203, -2.45832], [-3.57719, 4.73409, 2.74966], [-1.43876, -2.87492, -4.96619], [-3.77442, -1.61935, -0.88354], [-3.82425, -2.72792, -3.41540], [4.38018, 4.05529, 0.79700], [5.49046, 2.51325, 4.21693], [-0.09734, 4.13462, 1.20702], [-0.28994, -3.71602, -5.42419], [5.58995, 0.13763, 4.03913], [3.72386, -1.19774, 3.12544], [-0.09506, -1.55593, 2.96461], [0.83722, 5.08349, 0.71793], [6.21116, 1.33611, 4.37918], [4.53862, 4.95875, 2.01602], [4.17434, 2.47827, 3.76070], [-7.03600, -4.04292, -5.36210], [3.58079, 1.26955, 3.38599], [-2.61931, -2.26187, -2.88274], [-1.33317, -1.21306, -0.98318], [2.10140, -2.66626, 2.22315], [0.05473, 2.70563, 1.33663], [-4.94943, -2.05406, -1.42810], [-8.41569, -4.14663, -3.30579], [-0.86312, 0.65037, 2.56514], [4.29779, 0.07813, 3.51786], [-1.62254, -4.35214, -5.16809], [-2.58244, -1.71032, -1.59908], [-2.30946, 4.06993, 2.29394], [7.62157, 1.34731, 4.89303], [-0.16966, -1.34061, -1.82828], [-0.29847, -1.87621, -3.08483], [3.08422, 4.08544, -0.04754], [-6.55040, -2.78059, -4.64268], [-0.92973, 2.03297, 2.14430], [1.22135, -0.93456, -1.50222], [-2.06493, 2.71730, 2.55630], [0.57382, -2.61730, 2.09985], [6.14544, -0.78799, 4.14225], [-2.80816, 2.16469, 3.12305], [-7.87694, -2.47457, -2.09055], [0.31516, -1.55324, 3.97842], [-3.76779, -1.17336, 0.10153], [-1.88912, -2.19836, -5.68258], [-7.78467, -3.82393, -6.12111], [5.22773, 4.28057, 0.14819], [0.57572, -1.93348, -3.71789], [5.94330, 3.45719, 4.49804], [3.33982, 4.31599, -1.08195], [-2.21156, -4.68251, -6.01228], [-6.94958, -5.49022, -3.87185], [0.18423, -3.59296, 2.39250], [-7.32319, -2.00375, -4.66546], [0.03599, -3.58261, -6.44497], [2.60427, 3.11811, -0.02588], [4.54416, 3.03220, 1.13035], [8.31619, 1.05556, 4.10434], [-9.01481, -4.82034, -2.69806], [0.50339, -3.93397, -4.72357], [2.54873, -3.09384, 1.32453], [7.90799, 2.33544, 5.24771], [-1.70902, -4.95988, -4.27729], [-3.82168, -3.19584, -4.38853], [-4.45103, 4.16350, 2.43551], [-9.08545, -3.48857, -3.85598], [-3.66631, 5.73612, 2.33449], [2.38384, 6.04181, 0.05426], [2.32906, 3.56049, 4.19682], [5.50038, 4.73685, 2.47190], [4.51720, 6.02557, 1.80079], [-1.16392, -1.75997, 3.03308], [0.27305, -2.45299, 1.06636], [-1.42252, 5.81137, 1.49141], [-7.10443, -3.97950, -1.59393], [-1.72973, 0.31432, 3.13475], [7.74123, 0.64464, 5.71715], [4.83424, 1.43096, -1.81229], [2.76000, 5.41511, 3.10047], [6.29960, 0.42823, -1.60773], [0.42908, 6.09019, 0.72998], [4.71687, -0.34526, -1.95266], [-6.22247, -4.60588, -5.81486], [2.38896, -3.27936, 3.07856], [-5.68939, -2.37917, -5.16855], [-8.30364, -5.61374, -4.79729], [-3.61125, 4.81722, 3.83669], [4.20409, -2.09503, 3.51033]], "lowdin_spin": [0.793, 0.000, 0.000, 0.069, 0.017, 0.013, -0.002, 0.000, 0.000, 0.033, 0.000, 0.000, 0.000, 0.000, 0.001, 0.000, 0.006, 0.003, 0.000, 0.000, 0.000, 0.000, 0.000, 0.000, 0.000, 0.000, 0.000, 0.000, 0.005, 0.003, 0.000, 0.003, 0.012, 0.000, 0.005, -0.001, 0.000, 0.000, 0.000, 0.011, 0.000, 0.000, 0.006, 0.001, 0.000, 0.000, 0.000, 0.001, 0.000, 0.000, 0.003, 0.000, 0.002, 0.001, 0.001, 0.000, 0.002, 0.013, -0.002, 0.000, 0.000, 0.000, 0.000, 0.000, 0.000, 0.000, 0.000, 0.000, 0.000, 0.000, 0.000, 0.000, 0.000, 0.000, 0.000, 0.000, 0.000, 0.000, 0.000, 0.000, 0.000, 0.000, 0.000, 0.000, 0.000, 0.000, 0.000, 0.000, 0.000, 0.000, 0.000, 0.000, 0.000, 0.000, 0.000, 0.000, 0.000, 0.000, 0.000, 0.000, 0.000, 0.000, 0.000, 0.000, 0.001, 0.000, 0.000, 0.000, 0.000]}